Record 1
2 unconnected molecules or ions with the total composition C3H9N2O2S in a non-equilibrium geometry. Source: the OMol25 dataset; level of theory: ωB97M-V/def2-TZVPD.

The value obtained for the HOMO energy is -3.60 eV. The maximum force comes out at 4.42 eV Å⁻¹. As for the lowest unoccupied orbital energy: 3.77 eV. Its energy relative to the best compared isomer or geometry (same formula, charge and spin) is 159.4 kcal/mol. The total energy is -777.73671 Ha. As for the HOMO-LUMO gap: 7.37 eV. As for the total charge: -1.

Last column: natural (NBO) charge in e.
Atoms and positions in Å:
C (0.379, -0.267, 1.257)  -0.727
C (-1.586, -1.586, -0.094)  -0.457
C (-1.278, 0.918, -0.252)  -0.507
N (1.890, 1.692, 0.309)  -1.045
N (-1.518, -0.257, 0.627)  -0.435
O (2.752, -0.567, 0.315)  -1.017
O (1.151, -0.081, -1.434)  -0.997
S (1.458, 0.013, -0.009)  2.158
H (0.448, -1.383, 1.547)  0.178
H (-1.536, -2.317, 0.728)  0.189
H (-2.505, -1.618, -0.634)  0.166
H (-0.699, -1.564, -0.786)  0.198
H (-0.439, 0.690, -1.127)  0.220
H (-2.157, 1.020, -0.909)  0.146
H (-1.195, 1.719, 0.453)  0.212
H (2.007, 2.080, -0.604)  0.347
H (2.827, 1.510, 0.610)  0.372


Record 2
2 unconnected molecules or ions with the total composition C3H9N2OP in a non-equilibrium geometry. Source: the OMol25 dataset; level of theory: ωB97M-V/def2-TZVPD.

The value obtained for the HOMO energy is -9.05 eV. The maximum force comes out at 2.09 eV Å⁻¹. As for the lowest unoccupied orbital energy: 0.61 eV. Its energy relative to the best compared isomer or geometry (same formula, charge and spin) is 45.2 kcal/mol. The total energy is -645.76846 Ha. As for the HOMO-LUMO gap: 9.66 eV. As for the total charge: 0. Its SMILES is C=CNC(N)=O.P.

Last column: natural (NBO) charge in e.
Atoms and positions in Å:
C (-0.743, 2.761, -0.398)  -0.484
C (-0.595, 1.464, -0.102)  -0.006
N (-1.490, 0.357, 0.042)  -0.644
C (-0.931, -0.892, -0.056)  0.780
N (-1.779, -1.949, 0.192)  -0.830
O (0.218, -1.175, -0.346)  -0.651
H (-1.654, 3.311, -0.577)  0.205
H (0.209, 3.379, -0.374)  0.221
H (0.415, 0.950, 0.096)  0.235
H (-2.499, 0.375, -0.055)  0.398
H (-2.786, -1.734, 0.197)  0.368
H (-1.544, -2.829, -0.279)  0.408
P (3.693, -1.003, 0.079)  -0.027
H (3.998, -1.563, 1.422)  0.002
H (2.509, -1.633, -0.312)  0.032
H (2.978, 0.181, 0.469)  -0.007